# 1
{
  "formula": "C3H10BN",
  "method": "wB97M-V/def2-TZVPD",
  "energy_ha": -199.8142,
  "gap_ev": 7.987,
  "total_charge": 0,
  "de_lowest_kcal_mol": 75.9,
  "homo_ev": -7.44,
  "lumo_ev": 0.55,
  "species": ["C", "H", "C", "H", "N", "H", "H", "H", "C", "H", "B", "H", "H", "H", "H"],
  "coordinates": [[2.176782, -0.113877, 0.053959], [-1.868525, 1.366552, 1.167188], [-1.024197, -1.948714, -0.218175], [-1.568715, -2.481575, 0.532723], [1.013330, 0.749036, 0.127949], [-1.439690, 2.424820, -0.247326], [-1.634237, -1.460140, -0.965040], [-2.441968, 1.164499, -0.496051], [-1.562954, 1.417537, -0.011247], [-0.041180, -2.275644, -0.457918], [-0.345047, 0.468934, 0.023421], [2.504732, -0.492823, 1.076213], [3.072921, 0.414222, -0.397031], [1.861504, -0.946636, -0.590085], [1.297242, 1.713814, 0.401419]],
  "forces_ev_per_a": [[0.7, -0.6, 0.4], [0.5, 0.3, -2.5], [0.6, 3.8, 0.1], [0.0, 0.1, 0.6], [0.2, 1.6, 0.6], [0.8, 1.9, -0.2], [0.0, -0.7, -0.5], [-1.5, -1.2, -1.0], [0.3, -0.9, 4.3], [0.3, -0.6, -0.5], [-0.2, -2.6, -0.3], [-0.5, 0.3, -1.2], [-1.2, -0.5, 0.4], [0.6, 0.0, 0.4], [-0.7, -0.9, -0.5]],
  "nbo_charge": [-0.40, 0.25, -0.84, 0.19, -0.92, 0.23, 0.19, 0.25, -1.04, 0.18, 0.91, 0.19, 0.20, 0.21, 0.39]
}

# 2
{
  "formula": "C18H36ClFeN7SSi",
  "method": "wB97M-V/def2-TZVPD",
  "spin_multiplicity": 2,
  "s_squared": 0.78,
  "energy_ha": -3502.1520,
  "gap_ev": [8.178, 8.407],
  "total_charge": 1,
  "de_lowest_kcal_mol": 2.5,
  "homo_ev": [-11.21, -11.36],
  "lumo_ev": [-3.03, -2.95],
  "species": ["H", "C", "S", "H", "H", "H", "H", "C", "C", "C", "H", "N", "H", "H", "C", "Fe", "H", "H", "H", "N", "C", "C", "H", "C", "N", "H", "H", "H", "H", "C", "C", "N", "N", "C", "H", "H", "Cl", "H", "H", "H", "H", "H", "H", "C", "C", "H", "C", "H", "H", "C", "N", "H", "H", "H", "C", "H", "N", "H", "C", "H", "H", "C", "H", "Si", "H"],
  "coordinates": [[2.657295, -1.107076, 3.987048], [-0.452432, -0.759305, -1.519672], [-0.369784, 0.976203, 1.571565], [-0.688993, 4.641770, -2.961503], [2.244392, -0.748615, -1.511820], [0.787016, -4.317918, -1.557883], [2.060044, -0.896817, 2.340867], [-1.405182, -0.404830, 1.933487], [1.319027, 4.578656, -1.120538], [2.243845, 2.822745, -2.644902], [2.004097, 2.069311, -3.395731], [-0.397399, -1.294992, -2.732945], [-3.363291, 2.516014, 1.970493], [0.849433, -1.764993, -4.296964], [0.742019, -3.621688, 3.632973], [-2.013514, 1.287739, 0.074868], [-1.667152, 2.966715, -1.820782], [1.647854, 0.283801, 3.589341], [2.299805, -3.289748, -3.215653], [-2.101860, -0.047591, -2.681160], [1.799763, -0.777690, 3.394388], [-3.044031, 2.646601, 0.942228], [-2.195499, -3.227961, 3.541645], [-1.200845, -1.475195, 2.802198], [-2.516808, -0.260997, 1.193303], [2.902609, 3.566634, -3.092015], [-4.378863, -0.953998, 0.649134], [0.430986, 5.066267, -0.709755], [0.984304, -3.831780, 2.588750], [0.168125, 4.051896, -3.294441], [0.533652, -2.240679, -3.369431], [-1.089598, 2.756687, -1.008532], [-1.502399, 0.026861, -1.479627], [-0.164827, -1.482095, 5.647348], [-1.013077, -2.100166, 5.948572], [0.895086, -2.893489, -0.526218], [-4.246565, 1.927922, -0.208914], [2.330147, -3.845737, -0.851070], [-4.248296, -2.917562, 2.206084], [-0.182403, 3.251921, -3.949055], [2.925051, -0.896328, -3.130742], [0.662740, -1.701036, 6.325476], [0.798671, 4.718615, -3.882006], [-2.268864, -2.373534, 2.877692], [2.675724, -1.452924, -2.225942], [-0.052210, -3.122849, -3.625774], [1.413545, -3.462962, -1.299790], [-1.021534, 3.617222, -0.465119], [0.711197, 2.032414, -0.698977], [-3.516232, -1.136809, 1.276539], [-1.435655, -0.825472, -3.443450], [3.606537, -1.817155, -1.791687], [-0.445311, -0.436471, 5.788030], [1.906950, 4.174432, -0.293291], [1.751194, -2.629905, -2.536555], [-0.074325, -4.283377, 3.927417], [0.200323, 2.374348, -1.509837], [-2.917512, 3.689392, 0.665784], [0.969735, 3.482438, -2.129197], [1.907857, 5.361691, -1.598200], [1.611893, -3.891541, 4.235797], [-3.430399, -2.216103, 2.130904], [0.242980, -0.905638, -0.714756], [0.330398, -1.815998, 3.882162], [2.790568, 2.340725, -1.830162]],
  "forces_ev_per_a": [[0.0, 0.0, 0.0], [0.0, 0.0, 0.0], [-0.1, 0.1, -0.2], [0.0, 0.0, 0.0], [0.0, 0.0, 0.0], [0.0, 0.0, 0.0], [0.0, 0.0, 0.0], [0.0, 0.0, 0.0], [0.0, 0.0, 0.0], [0.0, 0.0, 0.0], [0.0, 0.0, 0.0], [0.0, 0.0, 0.0], [-0.1, -0.1, -0.1], [0.0, 0.0, 0.0], [0.0, 0.0, 0.0], [0.5, 0.1, -0.1], [0.0, 0.0, 0.0], [0.0, 0.0, 0.0], [0.0, 0.0, 0.0], [0.1, 0.2, -0.1], [0.0, 0.0, 0.0], [-0.2, -0.2, 0.1], [0.0, 0.0, 0.0], [0.0, 0.0, 0.0], [-0.1, 0.1, 0.0], [0.0, 0.0, 0.0], [0.0, 0.0, 0.0], [0.0, 0.0, 0.0], [0.0, 0.0, 0.0], [0.0, 0.0, 0.0], [0.0, 0.0, 0.0], [-0.1, 0.0, 0.0], [-0.2, -0.3, 0.3], [0.0, 0.0, 0.0], [0.0, 0.0, 0.0], [0.0, 0.0, 0.0], [0.2, 0.2, 0.0], [0.0, 0.0, 0.0], [0.0, 0.0, 0.0], [0.0, 0.0, 0.0], [0.0, 0.0, 0.0], [0.0, 0.0, 0.0], [0.0, 0.0, 0.0], [0.0, 0.0, 0.0], [0.0, 0.0, 0.0], [0.0, 0.0, 0.0], [0.0, 0.0, 0.0], [0.0, 0.0, 0.0], [0.0, -0.1, 0.0], [0.0, 0.0, 0.0], [-0.1, -0.1, 0.0], [0.0, 0.0, 0.0], [0.0, 0.0, 0.0], [0.0, 0.0, 0.0], [0.0, 0.0, 0.0], [0.0, 0.0, 0.0], [0.0, 0.1, 0.0], [0.1, 0.0, 0.1], [0.0, 0.0, 0.0], [0.0, 0.0, 0.0], [0.0, 0.0, 0.0], [0.0, 0.0, 0.0], [0.0, 0.0, 0.0], [0.0, 0.0, 0.0], [0.0, 0.0, 0.0]],
  "nbo_charge": [0.25, 0.21, -0.13, 0.20, 0.19, 0.22, 0.24, 0.10, -0.64, -0.61, 0.22, -0.16, 0.22, 0.23, -1.11, 0.79, 0.39, 0.25, 0.23, -0.04, -1.12, -0.48, 0.22, -0.49, -0.49, 0.23, 0.22, 0.20, 0.24, -0.63, -0.21, -0.62, -0.39, -1.11, 0.24, 0.19, 0.03, 0.23, 0.24, 0.22, 0.22, 0.25, 0.23, -0.11, -0.61, 0.23, -0.61, 0.37, 0.36, 0.07, -0.02, 0.23, 0.25, 0.22, -0.24, 0.24, -0.47, 0.20, 0.10, 0.24, 0.25, -0.25, 0.25, 1.63, 0.21]
}